A structure of composition C4H12O20S4Y at a distorted geometry, computed with ωB97M-V/def2-TZVPD.

## Properties
Net charge: -5
Highest occupied orbital energy in eV: 5.23
HOMO-LUMO gap in Ha: 0.0730
Max |F| in eV/A: 6.0

Cartesian coordinates (Å):
Y (-0.361, -0.091, 0.343)
S (-0.105, -2.236, 5.163)
O (0.489, -1.386, 6.229)
O (0.146, -1.608, 3.939)
O (0.459, -3.569, 5.134)
O (-1.528, -2.277, 5.524)
S (-2.512, -0.139, -4.445)
O (-1.428, -0.841, -5.131)
O (-3.600, -1.068, -4.105)
O (-1.889, 0.254, -3.196)
O (-2.941, 1.063, -5.138)
S (-3.178, -4.466, 0.986)
O (-2.294, -3.488, 0.470)
O (-2.466, -5.493, 1.755)
O (-4.168, -3.916, 1.928)
O (-3.883, -5.106, -0.128)
S (-5.250, 0.977, 2.233)
O (-3.822, 0.901, 1.915)
O (-5.640, 2.316, 2.453)
O (-5.899, 0.331, 1.117)
O (-5.517, 0.251, 3.484)
C (1.456, 4.489, -1.724)
C (1.576, 3.989, -3.194)
O (2.659, 3.052, -3.269)
O (0.868, 3.638, -0.753)
H (0.712, 5.283, -1.649)
H (2.418, 4.822, -1.335)
H (1.838, 4.819, -3.849)
H (0.680, 3.482, -3.552)
H (2.470, 2.417, -3.964)
H (0.731, 4.225, -0.006)
C (4.184, -1.421, -0.489)
C (4.324, -0.858, 0.971)
O (3.459, 0.196, 1.148)
O (2.831, -1.667, -0.779)
H (4.684, -2.389, -0.502)
H (4.772, -0.721, -1.082)
H (5.281, -0.554, 1.395)
H (4.159, -1.641, 1.711)
H (3.327, 0.379, 2.081)
H (2.960, -1.947, -1.688)

Forces on atoms 1 to 6 (eV/Å):
Y -1.2 -0.5 0.0
S -0.7 -0.6 3.7
O 0.9 0.2 1.1
O 0.7 2.8 -5.3
O 0.9 -1.9 0.6
O -1.2 -0.3 0.0



A cluster of 2 separate species, C3H5BrO2 in total at a distorted geometry, computed with ωB97M-V/def2-TZVPD.

## Properties
Energy relative to the best compared isomer or geometry (same formula, charge and spin) in eV: 7.155
Highest occupied orbital energy (spin up / spin down) in eV: -7.87 / -7.87
HOMO-LUMO gap (spin up / spin down) in Ha: 0.2025 / 0.2024
Max |F| in eV/A: 3.8

Cartesian coordinates (Å):
C (1.023, -0.224, -0.940)
C (0.578, -0.129, 0.574)
C (-0.551, 0.584, 0.919)
O (1.578, 0.693, -0.183)
O (-2.524, -0.631, -0.548)
Br (-1.877, -1.940, -1.395)
H (1.546, -1.238, -1.128)
H (0.306, 0.031, -1.713)
H (1.014, -0.909, 1.322)
H (-1.047, 1.305, 0.374)
H (-1.093, 0.096, 1.614)

Forces on atoms 1 to 6 (eV/Å):
C -0.7 -3.6 -1.0
C 2.2 -0.2 0.7
C 0.2 -2.1 -2.2
O 0.7 0.6 1.4
O 0.0 2.3 1.8
Br 1.1 -1.6 -1.0



A structure of composition C19H15CoF11N4O5S2Te, computed with ωB97M-V/def2-TZVPD.

## Properties
Energy relative to the best compared isomer or geometry (same formula, charge and spin) in eV: 0.149
Net charge: +1
Highest occupied orbital energy (spin up / spin down) in eV: -12.72 / -12.75
Spin multiplicity: 5
HOMO-LUMO gap (spin up / spin down) in Ha: 0.2611 / 0.2405
Max |F| in eV/A: 0.5

Cartesian coordinates (Å):
Co (0.501, -0.416, 0.518)
C (2.790, -0.036, -1.786)
C (1.577, 0.821, -1.941)
C (1.474, 1.702, -3.019)
C (0.364, 2.501, -3.168)
C (-0.670, 2.402, -2.245)
C (-0.534, 1.516, -1.208)
N (0.583, 0.760, -1.047)
C (-1.574, 1.260, -0.204)
C (-2.788, 1.900, -0.044)
C (-3.598, 1.515, 1.016)
C (-3.196, 0.524, 1.903)
C (-1.976, -0.086, 1.689)
N (-1.234, 0.284, 0.641)
C (-1.324, -1.125, 2.501)
C (-1.916, -1.750, 3.567)
C (-1.194, -2.732, 4.241)
C (0.068, -3.056, 3.805)
C (0.631, -2.405, 2.704)
C (1.989, -2.792, 2.221)
N (-0.063, -1.438, 2.091)
H (3.328, -0.086, -2.730)
H (2.529, -1.047, -1.481)
H (3.466, 0.394, -1.042)
H (2.284, 1.739, -3.733)
H (0.288, 3.184, -4.003)
H (-1.571, 2.987, -2.351)
H (-3.095, 2.686, -0.717)
H (-4.551, 2.004, 1.161)
H (-3.820, 0.245, 2.739)
H (-2.921, -1.492, 3.865)
H (-1.630, -3.244, 5.088)
H (0.643, -3.830, 4.293)
H (2.221, -3.798, 2.563)
H (2.738, -2.109, 2.622)
H (2.047, -2.779, 1.136)
F (-4.737, -2.877, -1.754)
C (-4.076, -1.737, -1.692)
F (-4.055, -1.316, -0.415)
F (-4.696, -0.817, -2.423)
S (-2.355, -1.911, -2.321)
O (-1.756, -0.616, -2.125)
O (-2.453, -2.452, -3.632)
N (-1.861, -2.986, -1.243)
S (-0.429, -3.222, -0.763)
O (0.381, -1.972, -0.706)
O (-0.371, -4.053, 0.395)
C (0.489, -4.096, -2.104)
F (0.497, -3.338, -3.194)
F (-0.094, -5.250, -2.360)
F (1.740, -4.300, -1.700)
F (2.461, 0.284, 3.407)
Te (2.679, 1.607, 2.050)
F (0.742, 1.505, 1.860)
F (2.527, 2.489, 0.353)
F (2.236, 2.984, 3.317)
F (4.433, 0.960, 1.508)
O (2.226, -0.240, 0.923)

Forces on atoms 1 to 6 (eV/Å):
Co 0.1 0.0 -0.2
C 0.0 0.0 0.0
C 0.0 0.0 0.0
C 0.0 0.0 0.0
C 0.0 0.0 0.0
C 0.0 0.0 0.0



A structure of composition C22H38P2Ru at a distorted geometry, computed with ωB97M-V/def2-TZVPD.

## Properties
Energy relative to the best compared isomer or geometry (same formula, charge and spin) in eV: 5.227
Net charge: +2
Highest occupied orbital energy (spin up / spin down) in eV: -13.23 / -14.08
Spin multiplicity: 5
HOMO-LUMO gap (spin up / spin down) in Ha: 0.1756 / 0.2068
Max |F| in eV/A: 3.9

Cartesian coordinates (Å):
P (2.033, 1.962, -2.810)
P (2.189, -1.435, -2.240)
C (3.401, 0.940, -3.165)
C (3.181, -0.454, -3.429)
H (5.102, 1.556, -1.456)
H (4.207, 1.357, -3.787)
H (2.570, -0.515, -4.336)
H (4.140, -0.982, -3.510)
C (3.501, -2.549, -1.890)
H (3.305, -3.386, -1.230)
H (4.384, -2.009, -1.552)
H (3.687, -2.937, -2.899)
C (1.087, -2.533, -3.370)
H (1.795, -3.154, -3.980)
H (0.446, -1.901, -3.978)
H (0.379, -3.140, -2.781)
C (3.023, 3.465, -3.718)
H (2.320, 4.283, -3.929)
H (3.382, 3.098, -4.699)
H (3.882, 3.847, -3.157)
C (0.983, 1.836, -4.342)
H (0.817, 0.781, -4.582)
H (1.429, 2.372, -5.186)
H (0.044, 2.327, -4.059)
Ru (0.232, -1.000, -1.717)
C (5.213, 0.307, 0.195)
C (5.881, 1.140, -0.790)
C (6.664, 2.201, 0.057)
C (5.735, 3.354, 0.518)
C (4.672, 3.570, -0.499)
C (3.440, 3.060, -0.376)
C (2.986, 1.737, 0.265)
C (4.032, 0.724, 0.949)
C (-1.148, 0.480, -2.241)
H (5.544, -0.728, 0.313)
H (6.506, 0.517, -1.484)
H (7.554, 2.530, -0.511)
H (6.938, 1.698, 0.982)
H (5.192, 3.080, 1.427)
H (6.306, 4.269, 0.754)
H (5.094, 4.120, -1.345)
H (2.570, 3.684, -0.604)
H (2.424, 1.090, -0.389)
H (2.294, 2.060, 1.020)
H (4.138, 1.057, 2.013)
H (3.467, -0.233, 1.087)
H (-1.970, 0.077, -2.821)
H (-0.668, 1.286, -2.825)
H (-1.515, 0.868, -1.265)
C (0.374, -2.613, -0.377)
C (-1.013, -2.168, -0.327)
C (-1.956, -2.727, -1.247)
C (-3.294, -2.370, -1.115)
C (-3.724, -1.583, -0.047)
C (-2.812, -1.090, 0.905)
C (-1.466, -1.358, 0.797)
H (0.993, -2.242, 0.440)
H (0.502, -3.700, -0.516)
H (-1.575, -3.358, -2.070)
H (-3.997, -2.808, -1.819)
H (-4.787, -1.452, 0.086)
H (-3.192, -0.476, 1.726)
H (-0.728, -1.033, 1.548)

Forces on atoms 1 to 6 (eV/Å):
P 0.8 3.4 -1.8
P 2.4 -0.7 -2.0
C 0.8 0.4 -0.7
C -0.1 -1.4 -0.1
H 0.1 0.5 0.4
H 0.0 -0.1 0.6



These records have total energy values of -89650.495, -77322.132, -132619.871, -44563.899 eV, in the order they appear.